# 1
This record from the Open Molecules 2025 dataset describes a structure of composition C3H6N2. The level of theory is ωB97M-V/def2-TZVPD.

Element x y z (Å)
C 2.32 0.00 -0.08
C -1.01 -0.57 -0.14
C 1.32 0.98 -0.16
N 3.00 -0.92 0.10
N -0.06 0.08 0.80
H -0.72 -1.63 -0.38
H -1.94 -0.74 0.26
H -1.19 0.13 -1.09
H 1.50 1.81 0.64
H 0.84 1.34 -1.09
H 0.58 -0.61 1.16

Its total energy is -227.3119 Ha. The calculation puts the HOMO energy (spin up / spin down) at -9.6 / -9.6 eV. The calculation puts the energy above the lowest of the compared OMol25 structures with the same formula, charge and spin at 70.8 kcal/mol. For the LUMO energy (spin up / spin down), the calculation gives 0.4509 / 0.4509 eV. For the gap between HOMO and LUMO (spin up / spin down), the calculation gives 10.082 / 10.082 eV. The molar mass is 70.09 g mol⁻¹.

***

# 2
This record from the Open Molecules 2025 dataset describes an isolated molecule of C4H5BrO2. The level of theory is ωB97M-V/def2-TZVPD.

Element x y z (Å)
C -0.84 0.11 -1.31
C -0.25 0.76 -0.05
C 0.85 -0.09 0.48
Br 2.66 0.52 0.51
O 0.55 -1.56 0.43
C 0.52 -0.92 1.59
O 0.10 -1.10 2.70
H -0.25 -0.85 -1.41
H -0.86 0.69 -2.31
H -1.80 -0.31 -1.10
H -0.92 1.02 0.77
H 0.25 1.72 -0.30

Its total energy is -2879.8422 Ha. The calculation puts the HOMO energy at -10.3 eV. Its SMILES is CC[C@]1(Br)OC1=O. The calculation puts the energy above the lowest of the compared OMol25 structures with the same formula, charge and spin at 28.7 kcal/mol. For the LUMO energy, the calculation gives 0.3986 eV. For the gap between HOMO and LUMO, the calculation gives 10.667 eV. The molar mass is 164.99 g mol⁻¹.

***

# 3
This record from the Open Molecules 2025 dataset describes a cluster of 2 separate species, C3H12NOS in total. The level of theory is ωB97M-V/def2-TZVPD.

Element x y z (Å)
C 1.10 1.52 -0.44
C 0.69 0.13 -0.11
C -0.82 0.04 0.39
S -0.89 -1.69 1.00
N 1.55 -0.24 1.20
H 0.72 1.79 -1.49
H 0.75 2.24 0.30
H 2.27 1.64 -0.51
H 0.99 -0.69 -0.75
H -1.68 0.04 -0.33
H -0.98 0.85 1.12
H -1.77 -1.54 2.01
H 2.45 -0.43 0.83
H 1.39 -1.07 1.75
H 1.61 0.40 1.94
H -2.54 -1.08 -3.11
H -2.63 -1.27 -1.54
O -2.20 -0.66 -2.27

As for the total charge: +1. Its total energy is -649.3961 Ha. The calculation puts the HOMO energy at -13.4 eV. The calculation puts the energy above the lowest of the compared OMol25 structures with the same formula, charge and spin at 34.2 kcal/mol. For the LUMO energy, the calculation gives -3.3340 eV. For the gap between HOMO and LUMO, the calculation gives 10.095 eV. The molar mass is 110.20 g mol⁻¹.

***

# 4
This record from the Open Molecules 2025 dataset describes a cluster of 2 separate species, CHFO2S in total. The level of theory is ωB97M-V/def2-TZVPD.

Element x y z (Å)
O 0.13 1.02 -0.48
C -0.07 1.30 0.65
F -1.17 2.01 1.11
H 0.41 1.05 1.63
O -5.06 0.43 -1.19
S -4.42 -0.59 -0.35

Its total energy is -687.1625 Ha. The calculation puts the HOMO energy (spin up / spin down) at -9.2 / -9.2 eV. Its SMILES is O=CF.O=S. The calculation puts the energy above the lowest of the compared OMol25 structures with the same formula, charge and spin at 37.4 kcal/mol. For the LUMO energy (spin up / spin down), the calculation gives -1.4398 / -1.4421 eV. For the gap between HOMO and LUMO (spin up / spin down), the calculation gives 7.788 / 7.785 eV. The molar mass is 96.08 g mol⁻¹.

***

# 5
This record from the Open Molecules 2025 dataset describes a cluster of 2 separate species, C6H6N2O2S4 in total. The level of theory is ωB97M-V/def2-TZVPD.

Element x y z (Å)
O -2.02 -0.38 2.57
C -1.15 -0.76 1.86
C 0.14 -1.56 2.34
S 1.21 -1.56 0.97
C 0.09 -0.72 -0.03
N 0.30 -0.31 -1.29
C -0.82 0.23 -2.09
O -2.05 0.03 -1.70
C -0.39 0.43 -3.33
S 1.28 0.11 -3.56
C 1.49 -0.38 -1.99
S 2.85 -1.00 -1.37
N -1.03 -0.47 0.56
H 0.38 -1.06 3.25
H -0.32 -2.51 2.55
H -2.03 0.03 -0.69
H -0.83 0.94 -4.13
S 1.32 3.62 1.98
H 1.46 2.30 2.51
H 0.12 3.03 1.57

Its total energy is -2084.9408 Ha. The calculation puts the HOMO energy at -8.5 eV. Its SMILES is O=C1CSC(n2c(O)csc2=S)=N1.S. The calculation puts the energy above the lowest of the compared OMol25 structures with the same formula, charge and spin at 48.2 kcal/mol. For the LUMO energy, the calculation gives -0.9042 eV. For the gap between HOMO and LUMO, the calculation gives 7.582 eV. The molar mass is 266.39 g mol⁻¹.

***

# 6
This record from the Open Molecules 2025 dataset describes a structure of composition BrCd3N2O6. The level of theory is ωB97M-V/def2-TZVPD.

Element x y z (Å)
Cd -15.30 -4.41 12.11
Cd -17.60 -0.91 9.55
Cd -18.74 -0.55 15.83
N -17.71 -2.04 13.05
O -18.03 -1.59 14.19
O -16.73 -2.82 12.98
O -18.31 -1.58 12.03
N -14.33 -1.78 10.57
O -15.45 -1.26 10.18
O -13.33 -1.21 10.28
O -14.33 -2.93 11.13
Br -17.24 -2.04 17.19

As for the total charge: +3. Its total energy is -3636.6167 Ha. The calculation puts the HOMO energy at -18.3 eV. The calculation puts the energy above the lowest of the compared OMol25 structures with the same formula, charge and spin at 0.0 kcal/mol. For the LUMO energy, the calculation gives -15.2447 eV. For the gap between HOMO and LUMO, the calculation gives 3.084 eV. The molar mass is 541.15 g mol⁻¹.

***

# 7
This record from the Open Molecules 2025 dataset describes a cluster of 2 separate species, C33H37BF3NO2 in total. The level of theory is ωB97M-V/def2-TZVPD.

Element x y z (Å)
C 2.34 2.67 2.26
C 1.25 1.95 1.46
C 1.23 2.46 0.02
C 1.43 0.37 1.57
C 0.59 -0.35 0.50
C 2.89 -0.09 1.48
O 0.89 0.05 2.85
B -0.16 1.10 3.09
C -1.61 0.42 2.97
C -1.85 -0.77 3.61
C -3.09 -1.36 3.51
C -4.09 -0.76 2.77
C -5.46 -1.41 2.65
F -6.37 -0.56 3.17
F -5.71 -1.62 1.34
F -5.46 -2.57 3.32
C -3.84 0.44 2.13
C -2.60 1.03 2.23
C 0.06 1.72 4.59
C -0.19 3.19 4.78
C -1.10 2.18 5.43
O -0.01 2.21 2.09
H 3.33 2.54 1.80
H 2.12 3.74 2.30
H 2.38 2.29 3.27
H 2.16 2.23 -0.50
H 0.40 2.03 -0.54
H 1.10 3.54 0.01
H 0.98 -0.17 -0.50
H 0.60 -1.42 0.68
H -0.44 -0.01 0.55
H 3.34 0.19 0.53
H 3.49 0.33 2.29
H 2.95 -1.18 1.58
H -1.06 -1.24 4.17
H -3.29 -2.30 3.99
H -4.62 0.89 1.55
H -2.39 1.96 1.74
H 0.91 1.29 5.11
H 0.50 3.75 5.42
H -0.52 3.75 3.91
H -2.11 2.03 5.02
H -1.05 2.03 6.51
C 7.92 -0.60 -1.21
N 7.21 -1.82 -0.83
C 6.40 -1.96 0.25
C 5.90 -3.27 0.31
C 5.10 -3.75 1.37
C 4.42 -5.01 1.45
C 3.85 -5.64 0.34
C 3.23 -6.86 0.46
C 3.16 -7.51 1.69
C 2.53 -8.85 1.80
C 3.68 -6.87 2.81
C 4.28 -5.64 2.71
C 6.50 -3.98 -0.81
C 6.48 -5.32 -1.22
C 7.19 -5.69 -2.34
C 7.95 -4.75 -3.05
C 8.01 -3.44 -2.64
C 7.29 -3.05 -1.51
H 8.50 -0.76 -2.11
H 7.21 0.20 -1.38
H 8.60 -0.30 -0.40
H 6.18 -1.19 0.97
H 5.04 -3.11 2.23
H 3.87 -5.14 -0.62
H 2.80 -7.34 -0.40
H 2.57 -9.23 2.83
H 1.48 -8.81 1.50
H 3.04 -9.57 1.16
H 3.63 -7.36 3.77
H 4.69 -5.16 3.58
H 5.94 -6.05 -0.65
H 7.17 -6.71 -2.67
H 8.49 -5.07 -3.93
H 8.61 -2.73 -3.18

Its total energy is -1809.3369 Ha. The calculation puts the HOMO energy at -6.3 eV. The calculation puts the energy above the lowest of the compared OMol25 structures with the same formula, charge and spin at 64.6 kcal/mol. For the LUMO energy, the calculation gives -3.3694 eV. For the gap between HOMO and LUMO, the calculation gives 2.916 eV. The molar mass is 547.47 g mol⁻¹.

***

# 8
This record from the Open Molecules 2025 dataset describes a structure of composition C36H39ClP2Pd. The level of theory is ωB97M-V/def2-TZVPD.

Element x y z (Å)
Pd 1.52 -0.93 3.53
C -2.61 -0.08 6.24
C -2.46 -0.35 4.94
C -2.72 0.56 3.78
C -1.57 1.52 3.33
C -0.45 1.84 4.27
C -0.61 2.04 5.59
C -1.94 2.39 6.18
C -2.71 1.26 6.91
C 2.80 0.63 3.43
H -2.88 -0.91 6.91
H -2.12 -1.37 4.67
H -3.64 1.18 3.90
H -2.95 -0.17 2.98
H -1.16 1.11 2.39
H -2.08 2.45 3.05
H 0.55 1.75 3.83
H 0.22 1.99 6.30
H -2.62 2.78 5.41
H -1.74 3.16 6.96
H -2.30 1.13 7.92
H -3.75 1.62 7.07
H 3.72 0.12 3.76
H 2.59 1.50 4.06
H 2.87 0.88 2.36
P -0.34 -1.43 -2.63
P 1.31 0.29 -2.95
C -1.24 -0.01 -3.24
C -0.27 0.85 -3.66
C -0.64 -2.72 -3.83
C -1.82 -2.71 -4.59
C -2.16 -3.83 -5.36
C -1.30 -4.93 -5.43
C -0.08 -4.88 -4.76
C 0.28 -3.78 -3.98
C -1.00 -1.94 -1.06
C -0.73 -1.14 0.08
C -1.42 -1.40 1.25
C -2.46 -2.35 1.28
C -2.65 -3.20 0.18
C -1.89 -3.03 -0.98
C 2.47 0.64 -4.30
C 2.40 -0.13 -5.48
C 2.79 0.44 -6.69
C 3.30 1.74 -6.72
C 3.57 2.41 -5.52
C 3.22 1.83 -4.30
C 1.59 1.57 -1.71
C 2.83 1.64 -1.05
C 3.25 2.85 -0.51
C 2.42 3.97 -0.59
C 1.11 3.85 -1.07
C 0.68 2.62 -1.56
H -2.31 0.06 -3.32
H -0.31 1.70 -4.35
H -2.48 -1.84 -4.59
H -3.11 -3.83 -5.91
H -1.59 -5.81 -6.01
H 0.61 -5.72 -4.84
H 1.24 -3.71 -3.49
H 0.01 -0.35 0.04
H -1.12 -0.90 2.17
H -3.09 -2.44 2.16
H -3.39 -4.00 0.22
H -1.97 -3.72 -1.82
H 2.00 -1.15 -5.44
H 2.66 -0.12 -7.62
H 3.49 2.24 -7.68
H 4.03 3.39 -5.53
H 3.48 2.31 -3.36
H 3.47 0.75 -1.00
H 4.24 2.92 -0.05
H 2.80 4.95 -0.29
H 0.45 4.72 -1.07
H -0.35 2.51 -1.90
Cl -0.09 -2.30 5.92
C 1.12 -1.14 5.48
H 0.92 -0.25 6.05
H 2.10 -1.63 5.62

Its multiplicity is 3. Its total energy is -2665.5636 Ha. The calculation puts the HOMO energy (spin up / spin down) at -5.2 / -5.2 eV. The calculation puts the energy above the lowest of the compared OMol25 structures with the same formula, charge and spin at 63.9 kcal/mol. For the LUMO energy (spin up / spin down), the calculation gives 0.0586 / -2.0906 eV. For the gap between HOMO and LUMO (spin up / spin down), the calculation gives 5.271 / 3.122 eV. The molar mass is 675.53 g mol⁻¹. The expectation value of S² is 2.006.